#P
16
Properties=species:S:1:pos:R:3 method="wB97M-V/def2-TZVPD" total_charge=0 gap_ev="10.45 / 7.00" mol_weight_g_mol=108.186 multiplicity=2
C 0.8587 0.0143 0.3714
C 1.1193 -1.5157 0.4373
S 0.2862 -2.3110 -0.9948
C -0.5872 0.3366 0.7755
N -1.1689 1.5848 0.3201
H 1.2086 0.4938 -0.5577
H 1.6688 0.4032 1.0272
H 0.7830 -2.0345 1.3645
H 2.2157 -1.6924 0.4605
H -0.6313 0.1174 1.8314
H -1.1867 -0.5244 0.2710
H -2.1404 1.6871 0.5591
H -0.6674 2.3698 0.7284
H -0.2991 -0.3664 -2.2183
H -0.8940 0.9413 -1.7872
O -0.5652 0.4959 -2.5885

#Q
16
Properties=species:S:1:pos:R:3 method="wB97M-V/def2-TZVPD" total_charge=0 gap_ev="9.36 / 6.17" mol_weight_g_mol=108.186 multiplicity=2
C -1.2084 1.8503 0.9119
S -2.2793 0.6330 -0.2621
C -1.3184 -0.8915 -0.0368
H -1.7162 1.8262 1.9678
H -0.2185 1.3906 0.6538
H -1.3199 2.8741 0.4429
H -1.6716 -1.7108 -0.7857
H -1.4422 -1.2720 0.9678
H -0.1557 -0.9091 -0.2177
N 3.0028 0.2746 0.1305
C 2.3795 -1.0016 -0.5955
O 1.4905 -1.7238 0.1365
H 2.2119 0.8192 0.4296
H 3.5393 0.8530 -0.4700
H 3.2811 -1.5166 -0.9721
H 1.9016 -0.3569 -1.5049

Relative energies, unit kcal/mol: #P 0.0; #Q 61.2

#P
127
Properties=species:S:1:pos:R:3 method="wB97M-V/def2-TZVPD" total_charge=0 gap_ev=5.23 mol_weight_g_mol=1181.975
Sc -1.8172 0.4369 -2.1267
C -1.5485 -5.8822 -1.8564
C -1.0067 -4.5798 -2.3710
C -0.1245 -4.5214 -3.4461
C 0.3434 -3.2897 -3.8755
C -0.0936 -2.1816 -3.1860
Br 0.4463 -0.4277 -3.7206
N -0.9167 -2.1871 -2.1560
C -1.3655 -3.3844 -1.7694
H -1.1331 -6.7198 -2.4129
H -2.6351 -5.9118 -1.9462
H -1.3005 -6.0065 -0.8008
H 0.1887 -5.4237 -3.9546
H 1.0123 -3.1899 -4.7169
H -2.0669 -3.3828 -0.9406
N -1.7843 -0.7917 0.2718
N -2.4803 -0.2054 1.3241
C -2.9877 1.0304 1.1832
N -3.7548 1.4740 2.1865
S -2.6076 2.0517 -0.0855
H -2.4044 -1.4449 -0.2071
H -0.9918 -1.2971 0.6450
H -2.9493 -0.8298 1.9715
H -4.0790 0.8510 2.9073
H -4.2275 2.3536 2.0671
C 4.4936 2.7423 3.7827
C 5.1484 2.3954 2.4276
C 6.6199 2.8156 2.4409
C 5.0037 0.9012 2.2253
C 5.8862 -0.0077 2.7945
C 5.6841 -1.3723 2.7079
C 4.5871 -1.8713 2.0333
C 3.6871 -0.9996 1.4384
P 2.2329 -1.5652 0.4596
C 1.4674 -2.6980 1.6857
C 1.3115 -2.2341 2.9941
C 0.4992 -2.9092 3.8919
C -0.1699 -4.0618 3.5025
C -0.0212 -4.5359 2.2085
C 0.7813 -3.8540 1.3044
C 3.1858 -2.6443 -0.6837
C 3.6854 -1.9811 -1.8062
C 4.4203 -2.6617 -2.7631
C 4.6584 -4.0208 -2.6117
C 4.1819 -4.6838 -1.4914
C 3.4497 -4.0016 -0.5281
C 3.8989 0.3873 1.5448
O 2.9614 1.1993 0.9411
C 3.2837 2.5216 0.7206
C 2.4617 3.2255 -0.1688
C 2.7516 4.5588 -0.4375
C 3.8337 5.1702 0.1613
C 4.6248 4.4627 1.0487
C 4.3706 3.1328 1.3519
P 0.9473 2.4614 -0.9141
C 1.3277 2.7378 -2.6834
C 0.2566 2.6989 -3.5784
C 0.4646 2.8076 -4.9447
C 1.7611 2.9051 -5.4292
C 2.8363 2.8939 -4.5526
C 2.6258 2.8094 -3.1842
C -0.1130 3.9081 -0.4680
C -0.8867 4.6688 -1.3352
C -1.7440 5.6418 -0.8331
C -1.8201 5.8773 0.5278
C -1.0314 5.1361 1.3992
C -0.1959 4.1524 0.9049
H 5.0006 2.2211 4.5966
H 3.4446 2.4416 3.7817
H 4.5423 3.8171 3.9643
H 7.1591 2.3096 3.2399
H 6.7148 3.8844 2.6220
H 7.0957 2.5798 1.4886
H 6.7519 0.3540 3.3321
H 6.3901 -2.0497 3.1703
H 4.4297 -2.9403 1.9610
H 1.8190 -1.3283 3.3034
H 0.3770 -2.5193 4.8943
H -0.8094 -4.5822 4.2031
H -0.5486 -5.4288 1.8964
H 0.8700 -4.2185 0.2889
H 3.4929 -0.9193 -1.9211
H 4.7953 -2.1346 -3.6317
H 5.2137 -4.5618 -3.3675
H 4.3750 -5.7424 -1.3680
H 3.0875 -4.5353 0.3409
H 2.1163 5.1163 -1.1137
H 4.0480 6.2108 -0.0433
H 5.4470 4.9770 1.5265
H -0.7601 2.5547 -3.1843
H -0.3763 2.8159 -5.6235
H 1.9297 2.9706 -6.4960
H 3.8469 2.9506 -4.9371
H 3.4690 2.7915 -2.5066
H -0.8383 4.5346 -2.4072
H -2.3641 6.1988 -1.5235
H -2.4852 6.6379 0.9160
H -1.0870 5.3125 2.4662
H 0.4031 3.5572 1.5866
Se -3.2414 1.7005 -4.0988
C -2.7453 3.3171 -4.7382
N -2.4181 4.3429 -5.1604
C -3.5393 -0.7990 -2.0009
C -4.4364 -0.7956 -1.1369
C -5.2602 -0.9528 -0.0309
C -6.2753 0.0486 0.2595
C -7.2970 -0.1626 1.2033
C -8.1844 0.8484 1.5343
C -8.1118 2.0878 0.9146
C -7.1765 2.2806 -0.0966
C -6.2784 1.2820 -0.4220
C -4.8873 -2.0538 0.8458
C -5.0285 -2.0145 2.2485
C -4.5925 -3.0567 3.0520
C -3.9949 -4.1827 2.5024
C -3.8073 -4.2284 1.1244
C -4.2335 -3.1905 0.3163
H -7.4109 -1.1417 1.6491
H -8.9512 0.6721 2.2797
H -8.7919 2.8844 1.1888
H -7.1496 3.2212 -0.6341
H -5.5548 1.4452 -1.2098
H -5.4751 -1.1440 2.7126
H -4.7166 -2.9840 4.1265
H -3.6808 -5.0057 3.1318
H -3.3313 -5.0928 0.6727
H -4.1032 -3.2503 -0.7574

#Q
127
Properties=species:S:1:pos:R:3 method="wB97M-V/def2-TZVPD" total_charge=0 gap_ev=6.63 mol_weight_g_mol=1181.975
Sc -0.0870 0.3189 0.0824
C -5.2570 1.1696 4.7665
C -5.3414 1.0411 3.2737
C -6.5410 1.1348 2.5789
C -6.5467 1.0626 1.1966
C -5.3199 0.9095 0.5708
Br -5.2740 0.9066 -1.3436
N -4.1686 0.8134 1.1870
C -4.1897 0.8612 2.5188
H -6.2442 1.1053 5.2244
H -4.8178 2.1299 5.0456
H -4.6312 0.3865 5.1963
H -7.4724 1.2721 3.1165
H -7.4575 1.1382 0.6214
H -3.2264 0.7711 3.0030
N 0.9950 2.5210 0.4005
N 1.8377 2.4070 1.5198
C 1.9630 1.1563 1.9475
N 2.5523 0.9842 3.1244
S -0.9206 -0.9279 2.0517
H 1.4509 2.9999 -0.3696
H 0.1515 3.0272 0.6681
H 1.9993 3.2419 2.0764
H 2.6732 1.7338 3.7971
H 2.5794 0.0480 3.4934
C 3.2652 -3.9993 -5.4925
C 2.7172 -4.3216 -4.0917
C 2.9080 -5.8199 -3.8000
C 1.2355 -3.9883 -4.0460
C 0.3456 -4.5810 -4.9360
C -1.0099 -4.2953 -4.9179
C -1.5012 -3.3875 -3.9954
C -0.6498 -2.7741 -3.0870
P -1.3045 -1.5516 -1.8873
C -2.6047 -2.5185 -1.0564
C -3.9660 -2.5121 -1.3379
C -4.8375 -3.3177 -0.6169
C -4.3557 -4.1488 0.3821
C -2.9979 -4.1640 0.6695
C -2.1333 -3.3470 -0.0377
C -1.9277 -0.3388 -3.0945
C -3.0685 -0.2443 -3.7870
C -3.3460 0.9447 -4.5931
C -2.3800 1.7986 -4.9258
C -0.9634 1.4367 -4.5616
C -0.9000 0.7538 -3.1933
C 0.7056 -3.0943 -3.1221
O 1.4750 -2.4537 -2.1913
C 2.8355 -2.6345 -2.1787
C 3.5159 -1.8917 -1.2187
C 4.8954 -2.0359 -1.1532
C 5.5684 -2.8932 -2.0066
C 4.8544 -3.6200 -2.9441
C 3.4719 -3.5067 -3.0545
P 2.6428 -0.7569 -0.0225
C 3.6363 0.7339 -0.4191
C 3.2479 1.3203 -1.6251
C 3.8396 2.4863 -2.0841
C 4.8465 3.0858 -1.3402
C 5.2464 2.5111 -0.1424
C 4.6426 1.3485 0.3188
C 3.1334 -1.6634 1.4884
C 2.2232 -2.6464 1.8732
C 2.4951 -3.4900 2.9394
C 3.6822 -3.3635 3.6436
C 4.5985 -2.3910 3.2682
C 4.3283 -1.5512 2.1968
H 2.7430 -4.5797 -6.2536
H 4.3262 -4.2417 -5.5598
H 3.1420 -2.9404 -5.7231
H 2.3926 -6.4243 -4.5477
H 2.5099 -6.0768 -2.8176
H 3.9656 -6.0854 -3.8212
H 0.7220 -5.2877 -5.6656
H -1.6772 -4.7734 -5.6222
H -2.5594 -3.1566 -3.9818
H -4.3736 -1.8519 -2.0867
H -5.8969 -3.2850 -0.8371
H -5.0379 -4.7738 0.9439
H -2.6145 -4.7942 1.4615
H -1.0789 -3.3401 0.2173
H -3.8489 -0.9863 -3.7040
H -4.3677 1.1386 -4.8953
H -2.5724 2.6972 -5.4952
H -0.6133 0.7004 -5.3020
H 0.1064 0.3401 -3.0879
H 5.4615 -1.4679 -0.4252
H 6.6434 -2.9958 -1.9404
H 5.3859 -4.2918 -3.6067
H 2.4600 0.8667 -2.2218
H 3.5017 2.9266 -3.0141
H 5.3105 3.9994 -1.6881
H 6.0237 2.9764 0.4506
H 4.9371 0.9679 1.2844
H 1.2826 -2.7426 1.3469
H 1.7690 -4.2397 3.2264
H 3.8932 -4.0169 4.4801
H 5.5322 -2.2862 3.8060
H 5.0691 -0.8156 1.9267
Se -1.2758 1.9520 -1.6688
C -0.0134 2.5529 -4.6350
N 0.7769 3.3844 -4.6892
C -0.7647 0.7826 2.1218
C -0.9612 1.8658 2.7595
C -1.1137 3.1138 3.2118
C -2.3268 3.9056 2.9005
C -2.8102 4.8822 3.7728
C -3.9730 5.5814 3.4826
C -4.6770 5.3230 2.3138
C -4.1992 4.3623 1.4307
C -3.0347 3.6696 1.7196
C 0.0073 3.7229 3.9761
C 0.4606 5.0175 3.7063
C 1.5704 5.5376 4.3578
C 2.2469 4.7807 5.3061
C 1.7910 3.5024 5.6056
C 0.6815 2.9834 4.9519
H -2.2760 5.0866 4.6936
H -4.3335 6.3300 4.1776
H -5.5859 5.8672 2.0912
H -4.7280 4.1487 0.5094
H -2.6792 2.9123 1.0289
H -0.0636 5.6146 2.9684
H 1.9078 6.5399 4.1239
H 3.1080 5.1899 5.8188
H 2.2917 2.9121 6.3644
H 0.3201 1.9892 5.1865

Relative energies, unit kcal/mol: #P 2.9; #Q 0.0

#P
18
Properties=species:S:1:pos:R:3 method="wB97M-V/def2-TZVPD" total_charge=0 gap_ev=9.71 mol_weight_g_mol=141.261 smiles=NCCCSS.O
N 1.3424 -2.5611 -0.0395
C 0.3834 -1.5449 -0.4925
C 1.0828 -0.2337 -0.8650
C 0.2888 0.6168 -1.8273
S -1.3846 0.9204 -1.1417
S -1.9767 2.6504 -2.0571
H 1.1497 -2.8873 0.8978
H 2.3070 -2.2685 -0.1826
H -0.1573 -1.9299 -1.3502
H -0.2992 -1.3253 0.3274
H 1.3364 0.3568 0.0184
H 2.0095 -0.4854 -1.3855
H 0.7882 1.5776 -1.9766
H 0.1556 0.1089 -2.7807
H -1.5118 3.5306 -1.1651
O -1.5949 1.3784 4.4364
H -2.5069 1.0767 4.2711
H -1.4125 1.0194 5.3127

#Q
18
Properties=species:S:1:pos:R:3 method="wB97M-V/def2-TZVPD" total_charge=0 gap_ev=9.51 mol_weight_g_mol=141.261 smiles=C[C@@H](N)CSS.O
C 0.1578 -1.4280 1.3284
C 0.6712 -0.2897 0.5056
N 2.1456 -0.1000 0.5886
C 0.3808 -0.5294 -1.0030
S -1.1693 -0.0196 -1.9069
S -2.4957 0.1512 -0.3218
H 0.4997 -1.3188 2.3754
H -0.8586 -1.7575 1.2070
H 0.7216 -2.3467 0.9961
H 0.3065 0.7293 0.7127
H 2.6414 0.5039 -0.0480
H 2.5633 -1.0222 0.5147
H 1.1495 -0.1187 -1.6461
H 0.2435 -1.6084 -1.2184
H -3.0445 -1.0878 -0.2999
O 3.0473 2.1791 2.5013
H 3.0712 1.4428 3.1312
H 3.1185 1.6567 1.6899

#R
18
Properties=species:S:1:pos:R:3 method="wB97M-V/def2-TZVPD" total_charge=0 gap_ev=9.19 mol_weight_g_mol=141.261 smiles=C[C@@H](N)CSS.O
C 1.7512 -1.3577 0.6662
C 0.2613 -1.4028 0.2196
N -0.5685 -0.9547 1.3687
C 0.1323 -0.4566 -0.9643
S -1.5232 -0.6537 -1.7467
S -2.1090 1.2869 -2.0087
H 1.8065 -0.4640 1.2826
H 1.9664 -2.2305 1.2577
H 2.3697 -1.1885 -0.2115
H 0.0333 -2.4358 -0.0453
H -1.1348 -0.1786 1.0636
H -1.2033 -1.6981 1.6598
H 0.1889 0.5883 -0.7289
H 0.8509 -0.7721 -1.7299
H -3.1156 1.4611 -1.1291
O 0.2215 3.1715 0.1944
H 0.7280 3.9816 0.2689
H -0.6555 3.3038 0.5827

#S
18
Properties=species:S:1:pos:R:3 method="wB97M-V/def2-TZVPD" total_charge=0 gap_ev=9.12 mol_weight_g_mol=141.261 smiles=C[C@@H](N)CSS.O
C 1.9295 1.5075 0.5105
C 0.6205 0.6027 -0.0727
N 0.9120 -0.8274 0.2201
C -0.5719 1.1670 0.7775
S -2.2073 0.3804 0.5880
S -3.4941 1.4498 1.7820
H 1.9166 1.3414 1.6256
H 2.8701 1.0114 0.1592
H 2.1888 2.4890 0.1441
H 0.5011 0.7316 -1.1328
H 1.6831 -1.2015 -0.1582
H 0.8910 -1.0953 1.2370
H -0.3219 1.1456 1.8338
H -0.8466 2.2658 0.5580
H -3.2034 1.3541 3.0780
O -0.9081 -4.0529 -4.0761
H -0.5687 -3.4703 -3.5088
H -1.3907 -4.7988 -3.5654

Relative energies, unit kcal/mol: #P 0.0; #Q 10.6; #R 1.3; #S 31.3

#P
18
Properties=species:S:1:pos:R:3 method="wB97M-V/def2-TZVPD" total_charge=0 gap_ev=9.60 mol_weight_g_mol=141.261 smiles=NCCCSS.O
N -1.2247 0.7488 2.3323
C -1.3697 0.9687 0.8801
C -0.6452 -0.1417 0.1002
C 0.7379 0.2551 -0.3600
S 1.9000 0.5330 1.0200
S 3.7282 0.1998 0.0871
H -1.4955 1.5986 2.8198
H -0.2318 0.6610 2.5447
H -2.4422 0.9306 0.6575
H -0.9989 1.9507 0.5672
H -0.7694 -1.0291 0.7265
H -1.2457 -0.2837 -0.7961
H 1.1881 -0.5262 -0.9686
H 0.6569 1.1559 -0.9890
H 3.9246 -1.0068 0.6365
O -0.8217 -2.2119 -2.8574
H -0.4844 -2.4443 -3.7279
H -0.4065 -1.3584 -2.6730

#Q
18
Properties=species:S:1:pos:R:3 method="wB97M-V/def2-TZVPD" total_charge=0 gap_ev=9.37 mol_weight_g_mol=141.261 smiles=NCCCSS.O
N 2.6206 0.6298 -0.8455
C 1.2223 0.8907 -0.4033
C 0.5758 -0.1874 0.4959
C -0.9082 -0.2254 0.6351
S -1.2819 1.3953 1.4490
S -3.1334 2.0245 0.9144
H 2.7489 1.3564 -1.5305
H 3.3976 0.5556 -0.2098
H 0.7551 1.0590 -1.4006
H 1.1766 1.8765 0.0738
H 1.1122 0.0332 1.4374
H 1.0618 -1.0922 0.0193
H -1.4201 -0.9942 1.2415
H -1.6389 -0.2576 -0.2003
H -3.9595 1.2680 1.6696
O -1.1642 -2.6358 -1.0597
H -0.7366 -3.4217 -0.7031
H -0.4281 -2.2748 -1.5832

Relative energies, unit kcal/mol: #P 0.0; #Q 17.2

#P
18
Properties=species:S:1:pos:R:3 method="wB97M-V/def2-TZVPD" total_charge=0 gap_ev=8.72 mol_weight_g_mol=141.261 smiles=NCCCSS.O
N 0.4365 -3.2757 -0.2406
C 0.5702 -1.7833 -0.3493
C -0.6399 -0.9150 -0.8448
C -0.3929 0.6229 -0.7267
S -1.6932 1.6967 -0.4881
S -2.6016 1.1430 1.3927
H 1.3910 -3.7013 0.0374
H -0.4963 -3.3551 0.2743
H 1.2901 -1.4513 -1.0451
H 0.9666 -1.4631 0.5907
H -1.4944 -1.3025 -0.3335
H -0.9360 -1.2405 -1.8709
H 0.0718 0.8676 -1.6819
H 0.3305 0.8885 0.1465
H -2.3882 -0.1533 1.1094
O 1.6520 4.7721 1.4075
H 2.2471 4.3257 2.0662
H 1.6865 4.3247 0.5560

#Q
18
Properties=species:S:1:pos:R:3 method="wB97M-V/def2-TZVPD" total_charge=0 gap_ev=9.48 mol_weight_g_mol=141.261 smiles=CSSCCN.O
C 2.5943 2.0381 0.8446
S 1.4806 1.4731 -0.4900
S -0.3671 1.5088 0.4599
C -0.2675 -0.0184 1.4044
C -0.0191 -1.3244 0.6645
N -0.8124 -1.3892 -0.5498
H 3.3406 1.2597 0.9294
H 3.0775 2.9842 0.5986
H 2.0318 2.1789 1.7585
H -1.2087 -0.0238 1.9640
H 0.4585 0.0324 2.2194
H -0.2579 -2.1395 1.3520
H 1.0561 -1.4709 0.5053
H -1.0915 -2.3321 -0.7893
H -0.2891 -1.0555 -1.3505
O -2.9047 -0.7774 -3.3823
H -3.4696 -0.0223 -3.6039
H -3.3518 -0.9216 -2.5349

Relative energies, unit kcal/mol: #P 34.2; #Q 0.0